1.
One molecule with the formula C2H4N3OP at a distorted geometry, computed with ωB97M-V/def2-TZVPD.

Values from the calculation:
SMILES: O=[PH2]c1cn[nH]n1
HOMO energy, eV: -10.6
Maximum force, hartree/bohr: 0.0489
Spin multiplicity: 1
LUMO, eV: 0.71
M, g mol⁻¹: 117.048
Gap between HOMO and LUMO, Eh: 0.414

Last column: Mulliken charge in e.
CARTESIAN COORDINATES (ANGSTROEM)
C: 0.846 1.257 0.456  -0.098
C: 0.187 0.070 0.164  0.272
N: 1.744 1.522 -0.480  -0.556
N: 0.667 -0.385 -0.981  -0.419
N: 1.520 0.553 -1.396  0.190
O: -0.950 -1.744 2.402  -0.606
P: -1.096 -0.984 1.110  0.343
H: 0.658 1.973 1.268  0.392
H: 1.946 0.213 -2.260  0.288
H: -2.350 -0.217 1.307  0.102
H: -1.235 -1.693 -0.078  0.093

Atoms 1-2, force components in eV/Å:
C 0.4 1.1 0.6
C -0.9 -0.9 1.6

---

2.
A 2-piece molecular cluster, H2N2OS overall at a distorted geometry, computed with ωB97M-V/def2-TZVPD.

Values from the calculation:
HOMO energy (alpha / beta), eV: -4.5 / -12.0
Maximum force, hartree/bohr: 0.0722
Spin multiplicity: 3
LUMO (alpha / beta), eV: 0.75 / -3.25
M, g mol⁻¹: 78.096
Gap between HOMO and LUMO (alpha / beta), Eh: 0.194 / 0.322

Last column: Mulliken charge in e.
CARTESIAN COORDINATES (ANGSTROEM)
N: 1.855 -0.472 -0.003  0.798
N: 2.266 -1.477 0.206  -0.301
O: 1.546 0.655 -0.227  -0.511
S: -1.703 -0.071 0.383  -0.194
H: -1.066 0.988 -0.287  0.069
H: -2.898 0.377 -0.072  0.138

Atoms 1-2, force components in eV/Å:
N 0.3 1.6 -0.2
N 0.0 -1.3 0.2

---

no.,total energy (eV)
1,-17943.6844
2,-15887.9468